Molecular formula: C3H8ClPS
Method: DFT, ωB97M-V/def2-TZVPD

Cartesian coordinates (Å):
C: -1.70 0.92 -0.76
C: 2.39 -1.96 -1.08
C: -0.65 0.98 1.84
P: -1.31 -0.23 0.60
S: 1.06 -0.65 -0.59
Cl: -2.15 1.63 2.59
H: -1.98 0.34 -1.63
H: -2.53 1.56 -0.47
H: -0.82 1.52 -1.00
H: 2.82 -2.37 -0.18
H: 1.93 -2.71 -1.71
H: 3.09 -1.34 -1.62
H: -0.09 1.81 1.40
H: -0.08 0.49 2.62

Summary:
- E_HOMO: -8.43 eV
- Gap between HOMO and LUMO: 7.437 eV



Molecular formula: C3H8F2N2
Method: DFT, ωB97M-V/def2-TZVPD

Cartesian coordinates (Å):
C: 1.05 -0.73 0.18
C: -0.50 -0.29 0.13
C: 0.53 0.70 0.20
H: -1.25 1.59 -0.62
H: 1.96 -0.36 -1.60
H: 1.11 -1.67 -1.65
H: 1.29 -1.04 1.28
H: -0.81 -0.54 -0.88
H: -1.21 -1.29 1.94
H: -2.07 0.13 1.42
H: 0.39 1.39 1.03
N: 1.86 -1.17 -0.99
N: -1.47 -0.60 1.17
F: -1.59 2.44 -0.72
F: 0.73 1.43 -0.90

Summary:
- SMILES: N[C@H]1C(F)[C@@H]1N.F
- E_HOMO: -9.63 eV
- Gap between HOMO and LUMO: 10.593 eV